Computed, not measured: an isolated molecule of C5H10N2O in a non-equilibrium geometry, with the ωB97M-V functional and the def2-TZVPD basis.

The value obtained for the HOMO energy is -6.845 eV. As for the frontier orbital gap: 0.28663 hartree.

Last column: Löwdin charge in e.
Atoms and positions in Å:
C 0.573 -1.934 0.401  -0.08
C 0.539 1.166 -0.199  -0.33
C 0.156 0.172 -1.046  -0.30
N 0.123 0.010 -2.357  0.12
N -1.278 1.171 1.467  0.02
C -0.032 0.552 1.048  -0.25
C -0.327 -0.755 0.052  -0.22
O 1.210 2.268 -0.368  0.09
H 1.120 2.802 0.439  0.12
H 0.267 0.806 -2.972  0.11
H -0.365 -0.762 -2.795  0.10
H -1.700 0.732 2.281  0.06
H -1.985 1.179 0.732  0.08
H 0.664 0.399 1.879  0.14
H -1.371 -1.081 -0.044  0.13
H 0.661 -2.628 -0.442  0.07
H 1.581 -1.604 0.674  0.08
H 0.163 -2.493 1.249  0.07

=====

Computed, not measured: a 2-piece molecular cluster, C4H12N2O2 overall in a non-equilibrium geometry, with the ωB97M-V functional and the def2-TZVPD basis.

The value obtained for the HOMO energy (spin up / spin down) is 0.760 / -6.295 eV. As for the frontier orbital gap (spin up / spin down): 0.10771 / 0.36309 hartree. As for the expectation value of S²: 0.750. Its net charge is -1. As for the spin multiplicity: 2.

Last column: Löwdin spin population.
Atoms and positions in Å:
N 0.819 -1.577 -2.604  0.00
C 0.765 -1.157 -1.237  0.05
C -0.399 -1.702 -0.406  0.02
N -0.829 -1.197 0.780  0.01
C -0.428 -0.089 1.617  0.06
C -1.327 1.167 1.632  0.19
O -0.999 -2.691 -0.834  0.01
H 0.263 -0.932 -3.153  0.01
H 0.337 -2.478 -2.742  0.00
H 0.974 -0.095 -1.071  0.03
H 1.585 -1.745 -0.760  0.00
H -1.782 -1.423 1.023  0.00
H -0.346 -0.499 2.655  0.01
H 0.607 0.214 1.408  0.03
H -0.953 1.996 1.042  0.08
H -2.352 0.996 1.293  0.01
H -1.300 1.381 2.715  0.02
H 1.023 3.051 -0.505  0.10
H 2.368 3.722 -0.132  0.09
O 1.974 3.059 -0.722  0.27

=====

Computed, not measured: C36H49ClF3HfN4O5PS4Te as an isolated structure in a non-equilibrium geometry, with the ωB97M-V functional and the def2-TZVPD basis.

The value obtained for the HOMO energy is -13.389 eV. As for the frontier orbital gap: 0.28624 hartree. Its net charge is +2.

Last column: Löwdin charge in e.
Atoms and positions in Å:
Hf 0.373 0.150 -0.283  1.31
C -1.375 -0.911 -2.719  -0.17
C -2.410 -1.126 -1.638  -0.17
N -1.825 -0.979 -0.277  -0.21
C -2.868 -0.558 0.684  -0.28
C -3.257 0.909 0.502  -0.40
S -1.948 1.924 -0.218  0.92
C -2.427 2.075 -1.960  -0.38
C -1.348 1.573 -2.912  -0.22
N -0.635 0.346 -2.467  -0.16
H -0.640 -1.715 -2.714  0.07
H -1.840 -0.905 -3.709  0.15
H -3.220 -0.406 -1.723  0.11
H -2.870 -2.110 -1.758  0.13
H -1.533 -1.900 0.034  0.01
H -3.749 -1.196 0.567  0.14
H -2.478 -0.715 1.686  0.06
H -4.147 1.045 -0.110  0.09
H -3.482 1.341 1.476  0.08
H -3.385 1.581 -2.109  0.08
H -2.594 3.132 -2.164  0.09
H -1.794 1.389 -3.894  0.14
H -0.597 2.348 -3.044  0.10
H 0.204 0.290 -3.042  0.11
C 4.202 1.074 -0.914  -0.09
S 3.140 -0.319 -0.792  0.47
O 1.979 -0.158 -1.771  -0.49
O 3.898 -1.506 -0.957  -0.25
O 2.362 -0.179 0.495  -0.55
H 4.209 1.409 -1.948  0.09
H 5.193 0.730 -0.626  0.09
H 3.847 1.844 -0.234  0.05
Cl -1.833 -4.615 5.311  0.71
C -0.369 -4.220 4.483  -0.66
C 0.851 -4.716 4.911  -0.07
C 1.983 -4.350 4.199  -0.04
C 1.842 -3.528 3.092  -0.17
N 0.664 -3.063 2.676  0.01
C -0.418 -3.397 3.369  -0.20
H 0.907 -5.366 5.774  0.12
H 2.960 -4.704 4.496  0.12
H 2.709 -3.246 2.502  0.11
H -1.375 -3.017 3.026  0.11
C 3.223 0.157 5.414  -0.03
C 1.868 -0.209 4.857  -0.44
C 1.056 -1.092 5.776  -0.03
O 1.065 1.012 4.679  -0.31
P 0.979 1.783 3.314  -0.06
S 2.594 2.397 2.526  0.43
S -0.222 0.450 2.147  0.37
O -0.041 2.941 3.620  -0.31
C -1.068 3.066 4.675  -0.40
C -2.030 1.901 4.676  -0.06
C -0.414 3.314 6.018  -0.03
H 3.796 -0.755 5.583  0.09
H 3.114 0.673 6.369  0.10
H 3.777 0.799 4.733  0.05
H 1.962 -0.669 3.869  0.11
H 0.900 -0.592 6.732  0.10
H 1.590 -2.023 5.962  0.08
H 0.085 -1.330 5.342  0.07
H -1.589 3.968 4.354  0.14
H -1.527 0.968 4.926  0.07
H -2.527 1.789 3.713  0.06
H -2.792 2.084 5.436  0.10
H -0.112 2.385 6.498  0.08
H -1.126 3.824 6.667  0.10
H 0.460 3.954 5.911  0.09
Te 0.941 -2.976 -0.377  1.56
C 1.090 -3.668 -2.360  -0.49
C 2.369 -3.885 -2.863  -0.13
C 2.523 -4.444 -4.126  -0.06
C 1.412 -4.793 -4.877  -0.06
C 0.136 -4.598 -4.364  -0.06
C -0.026 -4.038 -3.106  -0.15
C -0.413 -4.483 0.190  -0.50
C -1.792 -4.427 0.025  -0.14
C -2.592 -5.477 0.464  -0.06
C -2.013 -6.582 1.063  -0.05
C -0.635 -6.646 1.209  -0.05
C 0.168 -5.602 0.778  -0.14
H 3.246 -3.623 -2.285  0.09
H 3.516 -4.621 -4.515  0.12
H 1.538 -5.233 -5.857  0.12
H -0.732 -4.898 -4.937  0.11
H -1.027 -3.951 -2.697  0.09
H -2.279 -3.598 -0.469  0.07
H -3.664 -5.427 0.328  0.11
H -2.634 -7.398 1.407  0.12
H -0.180 -7.516 1.664  0.12
H 1.240 -5.669 0.911  0.10
F 3.944 6.223 -1.655  0.17
C 2.671 6.324 -1.255  -0.59
F 2.636 7.015 -0.116  0.17
F 1.993 7.004 -2.187  0.17
C 2.066 4.941 -1.086  -0.06
C 1.355 4.606 0.046  0.04
C 0.820 3.328 0.136  -0.21
N 0.961 2.405 -0.831  -0.06
C 1.667 2.752 -1.927  -0.14
C 2.215 4.000 -2.099  0.04
H 1.226 5.297 0.866  0.14
H 0.244 3.050 1.006  0.03
H 1.777 1.994 -2.690  0.11
H 2.761 4.231 -3.004  0.14

=====

Computed, not measured: an isolated molecule of C3H6N2O in a non-equilibrium geometry, with the ωB97M-V functional and the def2-TZVPD basis.

The value obtained for the HOMO energy is -9.286 eV. As for the frontier orbital gap: 0.37631 hartree.

Last column: Löwdin charge in e.
Atoms and positions in Å:
C -0.302 0.579 0.319  -0.28
C -0.338 0.351 -1.158  -0.13
C -0.774 -0.799 0.779  -0.10
H 1.688 -0.107 -0.050  0.08
H 1.661 0.789 1.553  0.07
H -0.884 1.324 0.817  0.12
H 0.715 0.616 -1.484  0.13
H -1.325 0.548 -1.700  0.15
H -1.072 -1.041 1.765  0.09
N 1.295 0.641 0.585  0.01
N -0.507 -1.761 -0.099  0.05
O -0.157 -1.140 -1.326  -0.19

=====

Values of energy relative to the best compared isomer or geometry (same formula, charge and spin), in order: 48.7, 33.4, 10.2, 96.4, all in kcal/mol.